[1]
ORCA calculation (wB97M-V/def2-TZVPD) on a cluster of 2 separate species, CH3IS in total at a distorted geometry.

Properties
* calculated total energy: -735.6901 Ha
* HOMO-LUMO gap (alpha / beta): 0.2954 / 0.2954 Ha
* molar mass: 174.01 g/mol
* E_LUMO (alpha / beta): -1.02 / -1.02 eV
* energy above the lowest of the compared OMol25 structures with the same formula, charge and spin: 170.60 kJ/mol

Element x y z (Å)
1 I -1.56 1.30 -2.22
2 S -0.32 1.23 1.37
3 C -0.03 0.59 -1.04
4 H 0.91 1.09 -0.99
5 H 0.11 -0.47 -0.76
6 H -0.46 -0.09 1.45

---

[2]
ORCA calculation (wB97M-V/def2-TZVPD) on a cluster of 5 separate species, C28H51BCl2N6O9P in total at a distorted geometry.

Properties
* calculated total energy: -3389.7893 Ha
* HOMO-LUMO gap: 0.2755 Ha
* molar mass: 728.44 g/mol
* E_LUMO: -2.84 eV
* charge: +1

Element x y z (Å)
1 Cl -1.89 5.93 3.15
2 Cl -2.81 0.82 1.83
3 P -0.05 -1.29 1.85
4 O 1.34 -2.07 1.96
5 O 1.09 1.24 -4.24
6 O 5.27 -2.16 1.87
7 O -0.53 -0.94 3.20
8 O -3.67 -5.00 -1.87
9 O 1.97 3.68 3.11
10 O -1.00 -2.23 0.99
11 O -2.62 -1.77 -5.55
12 O 1.03 5.66 2.21
13 N -3.57 -0.22 -4.24
14 N -2.85 -4.43 -3.87
15 N -0.43 3.67 2.48
16 N -1.93 2.23 2.17
17 N 7.29 -3.11 1.73
18 N 2.25 3.07 -4.80
19 C 1.91 2.09 -3.93
20 C -1.64 4.31 2.72
21 C 3.14 3.67 2.25
22 C 8.46 -3.82 2.21
23 C -0.60 2.38 2.13
24 C 3.19 4.16 -4.61
25 C -6.27 3.98 2.02
26 C 6.18 -2.77 2.42
27 C -3.66 1.05 -3.55
28 C -2.22 -2.65 1.66
29 C 6.11 -3.16 3.88
30 C -2.55 -0.67 -5.04
31 C -6.80 3.38 3.13
32 C 0.15 0.26 0.87
33 C 2.53 -1.10 3.93
34 C -4.92 4.03 1.78
35 C -1.37 0.24 -5.24
36 C -4.60 2.86 3.82
37 C 2.46 -1.27 2.42
38 C -2.99 -5.30 -2.85
39 C -5.95 2.82 4.06
40 C -3.22 -2.97 0.54
41 C -2.09 -4.59 -5.10
42 C -2.60 3.39 2.54
43 C 0.50 1.42 1.82
44 C -4.06 3.45 2.69
45 C 2.59 2.09 -2.58
46 C -2.27 -6.62 -2.95
47 B 0.91 4.35 2.61
48 H -1.59 -5.55 -5.15
49 H -3.93 2.41 4.55
50 H 2.79 3.70 1.21
51 H 7.27 -2.82 0.77
52 H 1.82 -0.32 4.26
53 H 3.62 2.70 2.36
54 H -4.55 1.58 -3.89
55 H -2.08 -3.54 2.27
56 H 3.82 4.49 2.45
57 H -2.78 1.66 -3.72
58 H 2.22 1.24 -2.00
59 H -3.76 0.86 -2.48
60 H 2.67 5.11 -4.72
61 H -0.65 -0.25 -5.88
62 H -6.93 4.45 1.30
63 H 3.65 4.12 -3.63
64 H -2.63 -7.18 -3.82
65 H -1.68 1.17 -5.71
66 H -2.67 -1.87 2.27
67 H 1.30 2.00 1.34
68 H 5.16 -2.82 4.29
69 H 3.37 -1.82 2.12
70 H -7.87 3.33 3.32
71 H 3.97 4.10 -5.37
72 H 2.27 -2.00 4.49
73 H 1.09 5.70 1.24
74 H -4.51 4.51 0.89
75 H 0.95 1.03 2.74
76 H -2.77 -4.49 -5.95
77 H -1.20 -6.47 -3.02
78 H -2.48 -7.20 -2.06
79 H -2.86 -3.72 -0.15
80 H -4.33 -0.87 -4.15
81 H -0.89 0.45 -4.29
82 H 6.92 -2.70 4.44
83 H 3.52 -0.72 4.19
84 H -3.35 -3.56 -3.74
85 H -3.35 -2.03 -0.02
86 H -1.35 -3.79 -5.16
87 H 2.36 3.01 -2.03
88 H 6.16 -4.25 3.98
89 H 1.76 3.01 -5.68
90 H -0.73 0.43 0.25
91 H -4.21 -3.20 0.96
92 H 9.34 -3.20 2.07
93 H 3.67 1.98 -2.69
94 H 8.59 -4.74 1.62
95 H 0.97 0.05 0.16
96 H 8.37 -4.09 3.26
97 H -6.28 2.32 4.96
98 H 2.54 -0.30 1.91